# 1
Density functional theory data (ωB97M-V/def2-TZVPD) for C27H26F5IrN6O7S2Se as an isolated structure in a non-equilibrium geometry.

Atoms and positions in Å:
Ir1 -0.00338 -0.37388 -0.05595
C1 2.02672 -0.07131 2.38082
O1 0.62692 -0.01276 2.05111
C2 -0.21214 -0.78133 2.95817
C3 -0.20792 -2.25406 2.64160
O2 -0.80107 -2.40465 1.36324
C4 -0.94678 -3.76174 0.94501
H1 2.14991 0.18855 3.43022
H2 2.53186 0.66600 1.76206
H3 2.44826 -1.05568 2.18966
H4 -1.21389 -0.38546 2.81594
H5 0.11331 -0.61319 3.98504
H6 -0.79739 -2.78473 3.39572
H7 0.80183 -2.68205 2.63701
H8 -1.58568 -4.29716 1.64849
H9 0.02270 -4.25994 0.87759
H10 -1.42115 -3.74596 -0.03344
N1 -5.47906 -5.04107 2.79736
C5 -5.02188 -3.85637 2.28283
C6 -5.03582 -3.62914 0.89773
C7 -4.56848 -2.44332 0.37537
C8 -4.06509 -1.46262 1.23209
C9 -4.01440 -1.68435 2.60344
C10 -4.48992 -2.87142 3.12496
S1 -3.34732 -0.03078 0.56349
O3 -4.27500 0.65685 -0.27844
O4 -2.71130 0.68750 1.64465
N2 -2.06809 -0.54606 -0.35557
C11 -2.01949 -0.81331 -1.67323
N3 -3.01844 -1.15454 -2.46821
C12 -2.68719 -1.35404 -3.74254
C13 -1.38424 -1.25071 -4.22767
C14 -0.40250 -0.93915 -3.31855
N4 -0.71544 -0.70789 -2.04100
H11 -5.98396 -5.67858 2.20982
H12 -5.60134 -5.14175 3.78792
H13 -5.42521 -4.39593 0.23740
H14 -4.59459 -2.26007 -0.69376
H15 -3.61614 -0.91788 3.25632
H16 -4.45766 -3.04460 4.19512
H17 -3.50468 -1.62171 -4.40319
H18 -1.14653 -1.42378 -5.26647
H19 0.64153 -0.86726 -3.59588
N5 2.35935 -2.38816 0.00462
C15 1.59085 -1.54291 -0.19691
H20 3.19490 -2.93245 0.08974
N6 -0.33745 1.78017 -0.07310
C16 0.84728 2.65413 -0.14014
C17 0.71285 4.01987 0.06707
C18 1.83120 4.83920 0.02091
C19 3.07629 4.27066 -0.23311
C20 3.21581 2.90887 -0.44114
C21 2.08793 2.10734 -0.41074
S2 4.54977 5.26174 -0.20590
O5 4.73951 5.60607 1.21204
O6 5.63268 4.43535 -0.70510
O7 4.32531 6.45565 -1.00075
H21 -0.84362 1.89890 0.80605
H22 -0.99989 2.01156 -0.81064
H23 -0.26165 4.45112 0.26896
H24 1.74074 5.90725 0.17544
H25 4.19661 2.49531 -0.63097
H26 2.16266 1.04768 -0.60099
F1 8.07749 2.28186 -0.60162
C22 7.00697 1.69808 -1.08993
C23 6.54205 2.04667 -2.34734
F2 7.18352 2.96116 -3.05234
C24 5.42103 1.42389 -2.85035
F3 4.99744 1.79593 -4.04587
C25 4.73339 0.42779 -2.12558
Se1 3.21172 -0.35306 -2.83364
C26 5.24269 0.10596 -0.85863
F4 4.64494 -0.82307 -0.09857
C27 6.35240 0.72660 -0.34079
F5 6.80791 0.40499 0.86597

**HOMO (alpha / beta)**: -9.395 / -9.393 eV
**Electronic energy**: -155124.29125 eV
**Lowest unoccupied orbital energy (alpha / beta)**: -6.35 / -6.32 eV
**Gap between HOMO and LUMO (alpha / beta)**: 3.047 / 3.074 eV
**Total charge**: +1
**2S+1**: 2



# 2
Density functional theory data (ωB97M-V/def2-TZVPD) for C27H26GaN9O5S as an isolated structure in a non-equilibrium geometry.

Atoms and positions in Å:
Ga1 1.90906 -0.11233 0.63667
O1 2.56183 0.09388 7.50326
C1 3.54803 0.09330 6.77091
O2 4.75279 0.09547 7.02017
C2 3.17171 0.13809 5.24688
C3 1.82015 -0.03530 4.93850
C4 1.41917 -0.07129 3.61125
N1 2.30169 0.03701 2.62904
C5 3.61326 0.17747 2.89314
C6 4.07630 0.24144 4.20141
C7 4.44705 0.27733 1.63789
O3 5.62934 0.33265 1.62240
O4 3.71800 0.29392 0.52799
H1 1.12802 -0.10298 5.77366
H2 0.39110 -0.23252 3.30129
H3 5.15019 0.30698 4.37152
C8 -1.30129 -1.66921 -4.89252
C9 -0.99581 -0.25371 -4.38590
N2 0.38904 -0.10370 -3.92244
C10 1.44470 0.06321 -4.89736
C11 2.12731 -1.24917 -5.22702
C12 0.65346 -0.13789 -2.62652
S1 2.23933 0.10042 -2.00222
N3 -0.32577 -0.57212 -1.82462
C13 -0.74342 -0.37292 -0.64300
O5 -0.97988 -0.18590 1.38790
C14 -3.10927 1.33456 0.40776
C15 -3.79764 0.93081 -0.72560
C16 -5.08194 0.38861 -0.58795
C17 -5.62261 0.21853 0.68959
C18 -4.92106 0.67779 1.80790
C19 -3.67746 1.25646 1.66438
H4 -2.37880 -1.77355 -5.08034
H5 -1.03655 -2.35873 -4.09837
H6 -0.76310 -1.91901 -5.79358
H7 -1.68301 0.03184 -3.59573
H8 -1.07399 0.44487 -5.22153
H9 2.19390 0.76603 -4.55058
H10 1.01939 0.49765 -5.81206
H11 2.64621 -1.68029 -4.35864
H12 2.88261 -1.07463 -5.98186
H13 1.42748 -1.99928 -5.56475
H14 -3.33020 1.04227 -1.68556
H15 -5.59461 0.02234 -1.46430
H16 -6.58716 -0.22912 0.84462
H17 -5.33707 0.53556 2.80518
H18 -3.13175 1.57398 2.53830
N4 2.10095 3.04961 0.39007
C20 0.83440 2.60793 0.36906
N5 -0.13571 3.52857 0.21920
C21 -1.37375 3.09521 0.23893
N6 -2.35653 4.00489 0.14439
N7 -1.74315 1.77702 0.28108
C22 -0.70790 0.78446 0.37707
N8 0.60733 1.31187 0.49098
C23 -0.69515 -1.37262 0.53881
C24 -1.54726 -2.53824 0.68631
C25 -1.01683 -3.77543 0.64225
C26 0.40397 -3.97207 0.53035
C27 1.19696 -2.88989 0.58685
N9 0.71774 -1.61900 0.66753
H19 2.25358 4.05092 0.46951
H20 2.87115 2.39275 0.44123
H21 -2.07601 4.96115 0.20982
H22 -3.33053 3.73815 0.25099
H23 -2.63077 -2.34008 0.69431
H24 -1.68124 -4.64788 0.63128
H25 0.83760 -4.97486 0.61886
H26 2.28246 -3.01129 0.63199

**HOMO**: -7.312 eV
**Electronic energy**: -115282.48551 eV
**Lowest unoccupied orbital energy**: -1.35 eV
**Gap between HOMO and LUMO**: 5.966 eV
**Total charge**: 0
**2S+1**: 1



# 3
Density functional theory data (ωB97M-V/def2-TZVPD) for one molecule with the formula C27H26N2O4S.

Atoms and positions in Å:
C1 4.98404 4.92930 -0.16998
C2 3.58311 4.33247 -0.11951
C3 3.59668 2.91140 0.43752
C4 2.19482 2.31155 0.48240
H1 1.53945 2.93337 1.09326
H2 1.77067 2.26930 -0.52345
C5 2.20767 0.89083 1.07792
N1 2.98432 -0.01981 0.27576
C6 4.14207 -0.56491 0.72653
O1 4.64061 -0.25114 1.79098
C7 4.76880 -1.56120 -0.18934
C8 5.57399 -2.54547 0.37628
C9 6.18893 -3.49166 -0.42170
C10 6.01683 -3.45401 -1.79568
C11 5.23418 -2.46433 -2.36752
C12 4.60948 -1.52112 -1.57118
H3 4.02176 -0.74100 -2.03305
H4 5.11198 -2.42594 -3.44019
H5 6.49845 -4.19015 -2.42244
H6 6.80637 -4.25639 0.02584
H7 5.70472 -2.54942 1.44799
H8 2.49784 -0.42977 -0.50771
C13 0.77562 0.40139 1.14111
O2 0.29676 -0.40326 0.38296
O3 0.09297 0.99161 2.12452
C14 -1.30076 0.72570 2.12252
H9 -1.48165 -0.34647 2.24940
H10 -1.70213 1.28715 2.96698
C15 -1.88153 1.23062 0.79240
O4 -1.34210 2.12999 0.19023
N2 -2.98275 0.57565 0.33001
C16 -3.42185 0.81041 -1.00165
C17 -3.64040 2.09939 -1.46493
C18 -4.02346 2.30662 -2.77854
C19 -4.20754 1.23046 -3.63084
C20 -4.02064 -0.05863 -3.16771
C21 -3.62723 -0.26961 -1.85464
S1 -3.39754 -1.92848 -1.27748
C22 -3.89199 -1.67714 0.39872
C23 -4.53114 -2.70085 1.08534
C24 -4.95849 -2.50172 2.38394
C25 -4.78017 -1.26810 2.99048
C26 -4.14295 -0.24624 2.31044
C27 -3.65762 -0.45366 1.02424
H11 -4.01390 0.72033 2.77240
H12 -5.13984 -1.09847 3.99331
H13 -5.44751 -3.30255 2.91622
H14 -4.68480 -3.64598 0.58851
H15 -4.16687 -0.90948 -3.81492
H16 -4.50278 1.39239 -4.65610
H17 -4.17625 3.31335 -3.13517
H18 -3.48362 2.93313 -0.80054
H19 2.64875 0.91622 2.08051
H20 4.01840 2.91738 1.44440
H21 4.24151 2.28488 -0.18208
H22 2.94322 4.95857 0.50606
H23 3.15434 4.32327 -1.12414
H24 5.41924 4.96302 0.82625
H25 5.63203 4.32788 -0.80388
H26 4.95618 5.94113 -0.56801

**HOMO**: -8.267 eV
**Electronic energy**: -50428.35654 eV
**Lowest unoccupied orbital energy**: 0.62 eV
**SMILES string**: CCCC[C@H](NC(=O)c1ccccc1)C(=O)OCC(=O)N1c2ccccc2Sc2ccccc21
**Gap between HOMO and LUMO**: 8.884 eV
**Total charge**: 0
**2S+1**: 1